{
  "formula": "C5H9NS",
  "method": "ωB97M-V with the def2-TZVPD basis set",
  "lumo_energy_ha": [-0.0235, -0.0316],
  "fmax_ev_per_a": 3.55,
  "homo_lumo_gap_ev": [7.52, 6.56],
  "e_homo_ev": [-8.161, -7.424],
  "total_charge": 0,
  "relative_energy_kj_mol": 476.0,
  "species": ["C", "C", "C", "C", "C", "N", "S", "H", "H", "H", "H", "H", "H", "H", "H", "H"],
  "xyz": [[-1.5287, -2.7409, 0.2180], [-1.0150, -1.5816, 0.5956], [-1.2347, -0.3153, -0.0400], [0.9207, 1.3261, -1.3819], [1.2604, 1.3225, 0.9984], [0.8198, 0.5745, -0.1831], [-2.3700, 0.3278, -0.9874], [-1.4967, -3.6377, 0.8579], [-2.1810, -2.8505, -0.6552], [-0.5358, -1.5236, 1.5843], [0.7149, 2.4558, -1.2277], [1.9619, 1.2579, -1.6541], [0.3436, 0.9457, -2.1487], [1.4756, 0.6689, 1.7784], [2.2560, 1.6225, 0.8551], [0.6090, 2.1480, 1.3906]],
  "lowdin_charge": [0.023, -0.278, -0.590, -0.208, -0.163, -0.145, 0.713, 0.073, 0.069, 0.107, 0.106, 0.078, 0.023, 0.038, 0.058, 0.097]
}